Entry 1:
ORCA calculation (ωB97M-V/def2-TZVPD) on C4H3EuNO4 as an isolated structure.

```
13
Properties=species:S:1:pos:R:3:forces:R:3:mulliken_spin:R:1
Eu -0.08177 -0.11956 0.28434 -0.02 0.44 0.88 6.059
O -0.64741 3.66589 -0.17339 0.71 -5.01 0.36 0.000
C -0.48676 2.52983 -0.08437 -0.75 4.96 -0.37 -0.009
C 2.38349 -0.92448 -0.07540 5.49 -1.77 -0.56 -0.009
O 3.48026 -1.26759 -0.18195 -5.19 1.63 0.48 0.000
C -2.14847 -1.81063 -0.04834 -3.67 -3.04 -0.24 -0.005
O -3.03102 -2.53767 -0.13514 3.61 2.98 0.30 0.000
C 0.02160 0.01847 -2.33971 0.11 0.10 -5.28 -0.012
O 0.03924 0.04007 -3.48846 -0.07 -0.07 4.90 0.001
N 0.82867 0.69297 2.53898 -0.70 -0.41 -1.19 -0.025
H 1.23098 -0.06730 3.08617 0.20 0.02 0.27 0.000
H 0.11070 1.11664 3.13502 0.16 0.09 0.12 0.000
H 1.55908 1.39257 2.39925 0.12 0.08 0.33 0.000
```
Forces are in eV/Å.

Computed properties:
- ⟨S²⟩: 12.0143
- HOMO energy (spin up / spin down): -25.77 / -25.79 eV
- Frontier orbital gap (spin up / spin down): 7.7 / 11.2 eV
- Multiplicity: 7
- Energy relative to the best compared isomer or geometry (same formula, charge and spin): 0.0 kcal per mole
- LUMO level (spin up / spin down): -18.0 / -14.6 eV
- Charge: +3

=====

Entry 2:
ORCA calculation (ωB97M-V/def2-TZVPD) on C14H9O8S2Ti as an isolated structure.

```
34
Properties=species:S:1:pos:R:3:forces:R:3:nbo_charge:R:1
Ti 0.37526 1.38981 -0.23142 3.17 -1.28 1.79 1.285
O -0.49014 -2.06289 1.43161 0.32 0.61 -0.08 -0.599
C 0.13285 -1.01583 1.45642 -0.37 -1.33 0.60 0.802
O -0.10544 -0.04158 0.62070 -0.95 -2.22 1.76 -0.629
C 1.18962 -0.75535 2.48182 0.26 0.21 0.16 -0.223
C 1.30595 -1.72583 3.48118 -0.16 -0.01 -0.21 -0.141
C 2.19731 -1.59766 4.52089 0.08 0.06 0.05 -0.257
C 2.98365 -0.45120 4.59052 -0.04 -0.15 0.00 -0.205
C 2.89621 0.51044 3.60956 -0.06 0.09 -0.24 -0.187
C 2.02382 0.37844 2.51744 -0.28 -0.41 -0.05 -0.120
S 2.13575 1.63705 1.29461 0.11 0.20 0.10 -0.033
H 0.65655 -2.58501 3.38949 0.01 -0.05 0.06 0.236
H 2.28659 -2.37313 5.26888 -0.04 -0.01 0.05 0.206
H 3.67306 -0.32198 5.41211 0.09 0.06 0.06 0.204
H 3.51356 1.39489 3.64818 0.11 0.08 0.05 0.209
O -1.45062 3.28274 -1.79224 0.05 0.15 0.00 -0.969
S -0.61081 3.53796 -0.64855 -1.65 2.57 -0.75 2.555
O -0.62471 4.86238 -0.11395 0.20 -0.29 0.18 -0.934
O 0.79420 3.02869 -0.95770 0.70 2.16 -0.96 -0.869
O -0.95607 2.46992 0.41872 -1.55 0.96 0.37 -0.866
O 1.52060 -0.52769 -3.51388 -0.27 0.25 0.44 -0.601
C 0.73546 -0.13630 -2.67098 -0.03 -0.91 -1.46 0.806
O 1.09462 0.48740 -1.59020 0.57 -0.56 -1.53 -0.648
C -0.74608 -0.42579 -2.81259 0.04 0.03 0.03 -0.193
C -1.71081 0.12241 -1.96960 0.40 -0.13 -0.28 -0.053
C -3.03342 -0.27422 -2.08575 -0.03 0.14 0.13 -0.228
C -3.40466 -1.19120 -3.05711 -0.01 0.08 0.08 -0.198
C -2.45946 -1.69692 -3.93444 0.03 -0.05 -0.03 -0.228
C -1.13588 -1.31949 -3.80915 0.11 0.10 0.08 -0.157
H -1.44843 0.88525 -1.23251 -0.71 -0.42 -0.47 0.172
H -3.77237 0.13287 -1.41079 -0.04 0.05 0.01 0.218
H -4.43381 -1.51048 -3.13148 -0.11 0.01 0.00 0.205
H -2.75349 -2.39565 -4.70700 0.01 -0.02 0.00 0.205
H -0.37885 -1.71203 -4.47279 0.07 0.00 0.03 0.234
```
Forces are in eV/Å.

Computed properties:
- HOMO energy: -5.64 eV
- Frontier orbital gap: 8.2 eV
- Energy relative to the best compared isomer or geometry (same formula, charge and spin): 34.9 kcal per mole
- LUMO level: 2.6 eV
- Charge: -1

=====

Entry 3:
ORCA calculation (ωB97M-V/def2-TZVPD) on C32H34AsF6NO3P2S2W as an isolated structure.

```
82
Properties=species:S:1:pos:R:3:forces:R:3:mulliken_spin:R:1
W 0.62030 0.15790 0.27470 0.21 -3.62 1.74 0.780
O 0.02710 -0.09520 2.48970 0.70 0.01 -1.46 -0.006
P -1.06350 0.12160 3.49920 -0.38 0.41 0.38 -0.006
C -2.60450 0.63430 2.62690 0.59 -0.59 -0.18 0.007
P -2.78470 -0.37370 1.09130 -0.79 0.09 0.35 -0.010
O -1.55050 -0.24740 0.24970 1.32 0.22 -0.11 0.047
C -3.04020 -2.10530 1.52690 -0.13 0.53 -0.16 -0.003
C -2.44890 -3.05360 0.70150 0.08 0.18 -0.20 0.000
C -2.64110 -4.40020 0.95170 -0.06 -0.04 0.07 0.001
C -3.42440 -4.79460 2.02480 0.09 -0.03 -0.11 0.000
C -4.02490 -3.84740 2.83870 -0.15 0.11 0.16 0.001
C -3.84550 -2.50000 2.58880 0.01 0.01 -0.10 -0.001
C -4.26610 0.27950 0.28100 0.47 -0.27 0.31 0.001
C -5.33210 -0.55520 -0.02950 0.13 -0.09 0.05 0.000
C -6.48410 -0.01980 -0.57720 -0.10 -0.03 -0.03 0.000
C -6.57780 1.34370 -0.80060 0.03 -0.03 -0.01 0.000
C -5.50320 2.17520 -0.51920 0.10 0.06 0.04 0.000
C -4.34290 1.64410 0.01560 0.07 0.02 0.00 -0.001
C -1.38450 -1.42110 4.38810 0.15 0.55 -0.02 0.002
C -0.67660 -2.55060 3.99750 0.16 0.16 -0.20 -0.003
C -0.90550 -3.76320 4.62060 -0.07 -0.03 0.07 0.001
C -1.83570 -3.84370 5.64480 0.05 0.03 -0.05 0.000
C -2.53040 -2.71320 6.04970 -0.09 0.01 0.08 0.000
C -2.30910 -1.49970 5.42450 -0.01 0.07 -0.07 -0.001
C -0.60310 1.48330 4.60920 -0.26 -0.58 -0.28 0.002
C -0.37820 2.72630 4.02150 -0.09 -0.02 -0.10 0.002
C 0.04760 3.78830 4.79650 -0.01 0.02 -0.06 -0.001
C 0.25040 3.61250 6.15670 -0.02 -0.11 0.07 0.000
C 0.04220 2.37170 6.73710 -0.01 0.02 0.08 0.000
C -0.38040 1.30110 5.96650 -0.06 -0.10 -0.03 0.000
H -2.48340 1.67750 2.31840 -0.02 -0.09 -0.03 0.000
H -3.48610 0.55890 3.25900 -0.07 -0.04 0.10 0.000
H -1.85330 -2.72450 -0.14010 0.02 -0.05 -0.02 -0.001
H -2.19160 -5.13340 0.30170 0.06 -0.11 -0.06 0.000
H -3.57760 -5.84430 2.22120 -0.02 -0.12 0.03 0.000
H -4.64560 -4.15570 3.66520 -0.06 -0.06 0.09 0.000
H -4.33230 -1.75690 3.20250 -0.09 0.01 0.15 0.000
H -5.25220 -1.61730 0.15080 -0.07 -0.09 0.02 0.000
H -7.30770 -0.67140 -0.82720 -0.08 -0.02 0.00 0.000
H -7.48790 1.76090 -1.20230 -0.08 0.04 -0.07 0.000
H -5.57150 3.23600 -0.71380 0.00 0.03 -0.02 0.000
H -3.48640 2.27550 0.21260 0.01 0.12 0.01 0.000
H 0.04530 -2.46430 3.19880 0.06 -0.07 -0.03 0.002
H -0.35850 -4.64050 4.30900 0.03 -0.06 -0.03 0.000
H -2.01950 -4.78850 6.13130 -0.02 -0.11 0.08 0.000
H -3.24510 -2.78080 6.85540 -0.07 0.01 0.08 0.000
H -2.85150 -0.61850 5.73600 -0.11 0.09 0.10 0.000
H -0.52670 2.84800 2.95620 0.02 0.08 -0.07 0.000
H 0.22060 4.75370 4.34660 0.00 0.08 -0.06 0.000
H 0.57030 4.44330 6.76580 0.05 0.08 0.06 0.000
H 0.20400 2.23310 7.79400 0.04 0.00 0.12 0.000
H -0.53180 0.32880 6.41390 0.01 -0.02 0.08 0.000
N 0.42160 3.55340 -1.08130 -0.07 -0.54 0.85 0.028
C 0.66470 2.75150 -0.03320 0.37 2.67 -0.66 0.074
O -0.27300 2.17950 0.58790 0.42 -1.08 -0.48 -0.025
C 2.07300 2.68920 0.53190 -0.11 -0.59 -0.12 -0.014
C 2.12880 1.39190 1.36680 -0.05 0.48 -0.14 -0.018
H -0.48910 3.52960 -1.52450 0.09 -0.12 0.10 0.002
H 1.18890 3.89740 -1.63760 -0.01 -0.04 0.11 0.001
H 2.25960 3.59140 1.12650 -0.09 0.00 -0.13 0.009
H 2.79780 2.66310 -0.28700 -0.08 0.07 0.03 0.003
H 1.82170 1.62170 2.39890 -0.27 -0.32 -0.40 0.016
H 3.16830 1.05190 1.42950 -0.44 -0.17 -0.10 0.003
C 4.42220 -2.43890 -1.34750 0.05 0.03 -0.18 0.002
C 3.13410 -1.96510 -0.76110 -0.89 0.12 0.38 0.028
S 2.75180 -0.30440 -0.96750 -1.20 -0.45 1.28 0.003
C 2.29270 -2.83950 -0.10200 0.02 0.62 -0.15 0.047
C 2.62560 -4.29070 -0.00760 0.00 -0.10 0.13 0.001
S 0.83650 -2.33270 0.64070 0.75 2.44 -0.60 0.015
H 4.92830 -1.62200 -1.85250 0.13 -0.02 -0.07 -0.001
H 4.24880 -3.24280 -2.06430 0.03 0.00 -0.04 0.001
H 5.07480 -2.82730 -0.56500 0.05 0.00 0.02 0.002
H 3.56780 -4.43010 0.52010 0.08 -0.12 0.06 0.001
H 2.73040 -4.72350 -1.00050 0.01 -0.10 -0.08 0.000
H 1.83910 -4.81990 0.52300 0.04 -0.15 0.03 0.002
F -1.30270 1.25870 -1.76590 0.29 -0.38 -0.81 0.001
As -0.40880 0.43650 -3.06280 0.26 0.22 0.09 0.001
F -1.81740 -0.39300 -3.58320 0.47 0.27 0.18 0.000
F -0.64930 1.81410 -4.08910 0.09 -0.70 0.38 0.000
F 0.64430 -0.36750 -4.15980 -0.47 0.34 0.31 0.000
F 1.02410 1.27070 -2.32450 -0.71 -0.57 -0.20 0.008
F -0.05620 -0.91860 -1.84960 -0.35 1.53 -0.52 -0.002
```
Forces are in eV/Å.

Computed properties:
- ⟨S²⟩: 0.7761
- HOMO energy (spin up / spin down): -10.07 / -10.02 eV
- Frontier orbital gap (spin up / spin down): 6.0 / 5.9 eV
- Multiplicity: 2
- Energy relative to the best compared isomer or geometry (same formula, charge and spin): 58.9 kcal per mole
- LUMO level (spin up / spin down): -4.1 / -4.1 eV
- Charge: +1